[1]
Molecular formula: C6H10N2
Method: DFT, wB97M-V/def2-TZVPD

The geometry in XYZ format:
```
18
Properties=species:S:1:pos:R:3
N -1.05 0.63 0.95
N -0.27 -1.21 -0.29
C -0.04 0.12 0.18
C 0.83 2.51 -0.18
C 0.83 1.03 -0.60
C -0.34 -2.16 0.88
C 1.63 0.35 -1.50
C -1.67 -1.64 0.30
H 1.34 2.51 0.89
H -0.20 2.94 0.17
H -2.11 -0.73 0.81
H 1.78 -0.77 -1.51
H -2.14 -2.43 -0.29
H 2.33 1.04 -2.11
H 0.00 -1.54 1.78
H 1.25 3.49 -0.90
H 0.28 -3.10 0.70
H -0.77 1.46 1.31
```

The calculation puts the lowest unoccupied orbital energy at 0.24 eV. The total energy is -9359.2225 eV. Its structure (SMILES) is [H]/N=C(\C(=C)C)N1CC1. For the energy above the lowest of the compared OMol25 structures with the same formula, charge and spin, the calculation gives 120.25 kcal/mol. The calculation puts the frontier orbital gap at 9.5 eV.

---

[2]
Molecular formula: C6H10N2
Method: DFT, wB97M-V/def2-TZVPD

The geometry in XYZ format:
```
18
Properties=species:S:1:pos:R:3
N -0.68 0.34 -0.60
N 0.12 -1.12 0.79
C 1.20 0.75 -1.83
C 1.22 -0.44 0.40
C -2.48 -0.72 0.77
C 0.61 0.51 -0.51
C 1.24 1.17 0.58
C -1.02 -0.74 0.17
H 2.12 -0.92 0.35
H 0.65 1.28 1.48
H 0.89 1.74 -2.01
H 2.08 1.92 0.45
H -3.12 0.32 0.55
H -2.35 -0.91 1.97
H 2.27 0.31 -1.86
H 0.45 0.00 -2.51
H -2.95 -1.73 0.21
H -0.25 -1.77 1.58
```

The calculation puts the lowest unoccupied orbital energy at 0.69 eV. The total energy is -9358.9779 eV. Its structure (SMILES) is CC1=N[C@@]2(C)C[C@H]2N1. For the energy above the lowest of the compared OMol25 structures with the same formula, charge and spin, the calculation gives 125.89 kcal/mol. The calculation puts the frontier orbital gap at 8.3 eV.

---

[3]
Molecular formula: C6H10N2
Method: DFT, wB97M-V/def2-TZVPD

The geometry in XYZ format:
```
18
Properties=species:S:1:pos:R:3
N 1.46 -2.24 -0.31
N -0.11 -0.52 0.38
C 2.55 -0.10 0.16
C -0.10 1.84 -0.34
C 1.36 -1.00 -0.01
C -0.60 0.64 -0.05
C -3.12 -0.37 -0.07
C -2.28 0.61 0.28
H -0.70 -1.33 0.22
H -2.79 -1.34 -0.42
H -0.75 2.71 -0.43
H 0.95 2.01 -0.51
H 2.42 -2.60 -0.20
H -2.68 1.55 0.65
H 3.48 -0.68 0.18
H 2.48 0.43 1.11
H 2.61 0.61 -0.66
H -4.20 -0.22 0.00
```

The calculation puts the lowest unoccupied orbital energy at 0.96 eV. The total energy is -9361.7196 eV. Its structure (SMILES) is [H]/N=C(\C)NC(=C)C=C. For the energy above the lowest of the compared OMol25 structures with the same formula, charge and spin, the calculation gives 62.67 kcal/mol. The calculation puts the frontier orbital gap at 9.4 eV.

---

[4]
Molecular formula: C6H10N2
Method: DFT, wB97M-V/def2-TZVPD

The geometry in XYZ format:
```
18
Properties=species:S:1:pos:R:3
N 0.42 1.28 1.35
N -0.33 -0.46 -2.01
C -0.82 1.23 -1.39
C -0.20 0.92 -0.02
C 0.64 -1.11 0.64
C -0.26 -1.33 -0.79
C 1.30 0.15 1.40
C -0.64 -0.52 0.32
H -0.73 -2.35 -0.68
H 2.28 0.32 1.18
H -1.11 -0.87 -2.50
H 0.13 1.60 -2.34
H 1.51 0.17 2.52
H 0.79 -1.93 1.29
H -1.88 1.44 -1.88
H -1.49 -0.76 1.15
H -0.31 1.40 2.20
H 0.74 0.83 -0.43
```

The calculation puts the lowest unoccupied orbital energy at 0.90 eV. The total energy is -9354.8881 eV. For the energy above the lowest of the compared OMol25 structures with the same formula, charge and spin, the calculation gives 220.20 kcal/mol. The calculation puts the frontier orbital gap at 9.4 eV.

---

[5]
Molecular formula: C6H10N2
Method: DFT, wB97M-V/def2-TZVPD

The geometry in XYZ format:
```
18
Properties=species:S:1:pos:R:3
N 0.04 -1.48 1.57
N 1.98 -0.31 -1.39
C -1.72 0.25 -1.31
C 1.34 0.61 -0.82
C 0.64 0.62 0.56
C -1.05 -0.79 -0.48
C 0.76 1.54 1.51
C -0.25 -0.55 0.58
H 1.41 2.39 1.38
H -0.37 -2.39 1.44
H 0.98 -1.49 1.92
H -2.77 0.37 -1.03
H 1.56 1.63 -1.13
H 0.20 1.46 2.43
H -1.51 -1.77 -0.54
H 1.70 -1.26 -1.12
H -1.71 -0.06 -2.37
H -1.22 1.22 -1.21
```

The calculation puts the lowest unoccupied orbital energy at 0.76 eV. The total energy is -9362.2342 eV. Its structure (SMILES) is [H]/N=C\C(=C)/C(N)=C\C. For the energy above the lowest of the compared OMol25 structures with the same formula, charge and spin, the calculation gives 50.80 kcal/mol. The calculation puts the frontier orbital gap at 8.7 eV.

---

[6]
Molecular formula: C6H10N2
Method: DFT, wB97M-V/def2-TZVPD

The geometry in XYZ format:
```
18
Properties=species:S:1:pos:R:3
N 0.86 0.51 1.44
N 0.89 1.16 0.16
C -0.25 -1.53 0.54
C 0.34 -0.63 1.61
C 0.32 -0.89 -0.72
C -0.09 -0.21 -1.97
C -1.50 0.95 -0.29
C -0.06 0.50 -0.67
H -1.04 -0.31 -2.39
H -2.31 0.44 -0.82
H 0.74 -0.23 -2.70
H 0.86 2.11 0.32
H -1.39 -1.24 0.42
H 0.31 -0.97 2.66
H 1.44 -0.88 -0.77
H -0.05 -2.58 0.77
H -1.74 0.87 0.86
H -1.59 2.03 -0.56
```

The calculation puts the lowest unoccupied orbital energy at 1.01 eV. The total energy is -9360.4505 eV. Its structure (SMILES) is C[C@]12C[C@@H]1CC=NN2. For the energy above the lowest of the compared OMol25 structures with the same formula, charge and spin, the calculation gives 91.93 kcal/mol. The calculation puts the frontier orbital gap at 9.7 eV.

---

[7]
Molecular formula: C6H10N2
Method: DFT, wB97M-V/def2-TZVPD

The geometry in XYZ format:
```
18
Properties=species:S:1:pos:R:3
N -1.36 -1.77 -0.36
N -0.23 2.05 0.76
C -0.79 0.83 0.30
C -0.96 -0.73 0.61
C 1.62 0.51 -0.38
C 1.22 -0.83 -0.79
C -0.28 -1.00 -0.72
C 0.52 0.88 0.66
H 1.65 1.14 -1.36
H -0.59 2.67 1.86
H -1.40 0.94 -0.69
H 1.71 -1.24 -1.81
H -2.40 -1.35 -0.62
H 1.69 -1.58 -0.13
H -0.46 -0.13 -1.52
H 2.57 0.42 0.23
H -0.47 -1.06 1.38
H 0.80 0.36 1.71
```

The calculation puts the lowest unoccupied orbital energy at 0.75 eV. The total energy is -9353.9838 eV. For the energy above the lowest of the compared OMol25 structures with the same formula, charge and spin, the calculation gives 241.06 kcal/mol. The calculation puts the frontier orbital gap at 8.6 eV.

---

[8]
Molecular formula: C6H10N2
Method: DFT, wB97M-V/def2-TZVPD

The geometry in XYZ format:
```
18
Properties=species:S:1:pos:R:3
N -1.46 -0.48 0.06
N -1.12 -1.52 -0.68
C 0.87 0.24 -0.90
C -0.64 2.07 -0.20
C 0.53 0.14 1.36
C 1.56 -0.81 -0.30
C 0.03 0.75 0.12
C 1.32 -0.91 1.10
H -0.21 -1.99 -0.31
H -1.63 2.02 0.40
H 0.05 2.83 0.05
H -1.66 -0.74 1.02
H 0.03 0.23 2.32
H 1.27 -1.79 1.68
H -1.02 -1.20 -1.63
H -0.92 2.09 -1.28
H 2.26 -1.42 -0.87
H 0.74 0.48 -1.92
```

The calculation puts the lowest unoccupied orbital energy (alpha / beta) at 0.33 / 0.33 eV. The total energy is -9360.1235 eV. For the energy above the lowest of the compared OMol25 structures with the same formula, charge and spin, the calculation gives 99.47 kcal/mol. The calculation puts the frontier orbital gap (alpha / beta) at 8.4 / 8.4 eV.